# 1
38
Properties=species:S:1:pos:R:3:forces:R:3:nbo_charge:R:1 method="wB97M-V/def2-TZVPD" e_homo_ev=-7.520
Au 0.316 -0.699 -1.003 -0.62 0.37 1.49 1.185
S -2.059 -2.514 -1.259 -0.45 -0.35 -0.04 -0.277
C -2.581 -0.937 -1.071 0.23 0.18 0.01 -0.103
N -1.732 0.089 -0.953 -0.18 -0.54 -0.42 -0.698
C -2.364 1.318 -0.855 0.30 -0.03 -0.06 0.192
C -1.734 2.556 -0.776 0.00 0.00 0.04 -0.249
C -2.516 3.696 -0.687 0.05 -0.04 0.03 -0.208
C -3.908 3.611 -0.660 -0.01 0.01 0.00 -0.227
C -4.541 2.380 -0.733 0.02 -0.03 0.00 -0.207
C -3.759 1.238 -0.842 -0.11 -0.01 0.00 -0.245
S -4.251 -0.429 -0.999 -0.02 0.05 0.01 0.403
H -0.652 2.609 -0.800 -0.01 0.04 -0.04 0.217
H -2.039 4.667 -0.639 -0.01 -0.01 0.00 0.216
H -4.498 4.515 -0.589 -0.01 -0.02 0.01 0.217
H -5.620 2.307 -0.705 0.01 0.02 -0.04 0.222
C -0.626 0.072 1.777 -0.08 -0.10 0.28 -0.417
N 0.283 -0.928 1.182 0.20 0.31 -0.93 -0.426
C -0.158 -2.299 1.512 -0.06 -0.12 0.17 -0.437
C 1.674 -0.731 1.669 0.09 0.20 0.38 -0.244
C 2.675 -1.010 0.609 0.25 -0.01 0.03 -0.130
C 4.031 -1.121 0.909 -0.01 -0.02 -0.01 -0.202
C 4.962 -1.233 -0.107 -0.01 0.01 -0.04 -0.205
C 4.542 -1.253 -1.433 -0.04 -0.04 0.09 -0.205
C 3.190 -1.176 -1.736 0.13 -0.10 0.00 -0.258
C 2.261 -1.046 -0.711 0.12 -0.13 -0.93 -0.114
H -0.595 0.000 2.868 0.07 -0.03 0.00 0.196
H -1.639 -0.112 1.436 -0.01 -0.05 0.03 0.235
H -0.330 1.071 1.467 0.03 -0.01 0.00 0.219
H -0.156 -2.423 2.600 0.05 0.05 0.00 0.188
H 0.525 -3.018 1.062 0.02 0.03 -0.02 0.226
H -1.153 -2.473 1.120 -0.02 0.02 -0.06 0.254
H 1.853 -1.362 2.544 -0.15 0.03 0.06 0.212
H 1.776 0.305 2.000 -0.07 0.02 -0.05 0.220
H 4.353 -1.095 1.944 0.00 0.00 -0.01 0.211
H 6.016 -1.295 0.132 -0.01 -0.02 -0.01 0.217
H 5.266 -1.326 -2.234 0.00 -0.03 0.01 0.219
H 2.861 -1.210 -2.765 0.00 0.04 0.03 0.247
Cl 0.328 -0.743 -3.271 0.30 0.29 -0.04 -0.442



# 2
40
Properties=species:S:1:pos:R:3:forces:R:3:nbo_charge:R:1 method="wB97M-V/def2-TZVPD" e_homo_ev=-8.385 smiles="C=CCc1ccc2c(c1I)C(=O)C=C(CB(O)O)C2=O.ClCCCl"
C -4.116 -4.100 -0.906 -0.05 -0.39 -0.14 -0.430
C -3.058 -4.947 -0.798 0.09 0.19 0.15 -0.146
C -1.751 -4.676 -0.062 -1.39 -0.64 0.62 -0.497
C -1.226 -3.258 -0.168 0.32 -0.63 1.07 -0.035
C -1.596 -2.358 -1.128 -0.91 -0.29 -1.12 -0.187
C -1.128 -1.068 -1.177 -0.43 0.09 -0.35 -0.163
C -0.246 -0.668 -0.223 0.81 1.40 0.35 -0.135
C 0.206 -1.539 0.761 0.35 0.33 0.30 -0.106
C -0.289 -2.820 0.774 0.29 -0.79 0.94 -0.093
I 0.410 -4.169 2.272 -0.11 0.16 -0.36 0.172
C 1.203 -0.972 1.739 0.48 0.43 0.49 0.522
O 1.296 -1.282 2.908 -0.14 -0.08 -0.65 -0.491
C 2.108 0.096 1.187 -0.24 -0.52 -0.21 -0.242
C 1.675 0.931 0.250 -0.08 0.76 -0.54 -0.033
C 2.485 2.036 -0.413 -0.19 -0.37 -0.53 -0.837
B 3.930 1.529 -0.889 -0.13 0.05 0.21 1.142
O 4.243 1.426 -2.227 0.13 -0.63 0.39 -0.900
O 4.890 1.164 0.016 -0.02 0.59 -0.15 -0.868
C 0.257 0.756 -0.226 -0.26 -0.33 0.20 0.555
O -0.451 1.675 -0.588 0.51 -0.33 -0.09 -0.532
H -4.688 -3.686 -0.077 1.26 1.42 0.05 0.209
H -4.450 -3.831 -1.911 -1.30 -1.41 0.19 0.201
H -3.163 -5.940 -1.243 0.84 0.71 -1.50 0.204
H -1.886 -4.952 0.991 0.33 0.19 -0.01 0.248
H -0.993 -5.356 -0.461 -0.09 -0.04 0.10 0.242
H -2.316 -2.670 -1.873 0.07 0.01 0.02 0.229
H -1.473 -0.385 -1.942 0.05 0.05 0.06 0.235
H 3.128 0.151 1.547 -0.18 -0.11 0.36 0.229
H 1.947 2.311 -1.328 -0.03 0.17 0.21 0.244
H 2.531 2.960 0.179 0.00 -0.29 0.09 0.276
H 3.619 0.860 -2.690 -0.12 0.37 -0.31 0.496
H 4.680 1.544 0.875 0.16 -0.19 0.13 0.487
Cl -1.236 5.032 2.891 0.02 0.01 0.02 -0.060
C -1.320 5.506 1.175 -0.06 0.08 -0.08 -0.386
C -0.286 4.797 0.339 -0.12 -0.05 -0.05 -0.389
Cl 1.372 5.334 0.725 0.04 0.09 0.05 -0.075
H -1.208 6.586 1.119 0.06 -0.02 0.06 0.221
H -2.316 5.244 0.822 0.03 -0.07 -0.01 0.224
H -0.452 5.015 -0.715 0.00 0.04 0.02 0.224
H -0.330 3.721 0.474 0.04 0.02 0.02 0.245



# 3
39
Properties=species:S:1:pos:R:3:forces:R:3:nbo_charge:R:1 method="wB97M-V/def2-TZVPD" e_homo_ev=-8.933
Cl 3.973 2.475 2.474 -0.59 -0.17 -0.01 -0.234
B 3.027 0.874 2.474 2.12 0.00 0.02 0.368
Cl 3.471 -0.094 0.968 -0.20 -0.18 -0.25 -0.252
Cl 3.468 -0.090 3.984 -0.22 -0.17 0.21 -0.250
O 1.589 1.141 2.472 -4.13 -2.72 -0.06 -0.569
C 0.726 0.112 2.453 3.26 2.64 0.03 0.509
C -0.654 0.315 2.454 -1.39 0.72 -0.01 -0.252
C -1.591 -0.750 2.438 0.81 0.48 -0.02 -0.093
C -2.937 -0.485 2.449 -0.40 -0.07 0.00 -0.210
C -3.394 0.829 2.462 0.16 -0.07 -0.01 0.043
Cl -5.093 1.151 2.457 0.37 -0.09 0.01 0.060
C -2.491 1.887 2.468 -0.28 0.29 -0.01 -0.259
C -1.144 1.639 2.468 0.19 -0.32 0.00 -0.070
H 1.136 -0.886 2.434 0.30 -0.27 -0.01 0.226
H -1.237 -1.762 2.389 0.10 -0.37 -0.04 0.247
H -3.656 -1.285 2.442 -0.07 -0.18 -0.02 0.235
H -2.865 2.896 2.469 -0.03 0.17 0.01 0.243
H -0.428 2.444 2.471 0.03 0.18 0.01 0.252
C -1.439 -2.294 -1.325 -0.48 0.48 -0.29 -0.656
C -0.392 -3.302 -1.019 0.82 -0.86 1.14 0.343
C 0.357 -3.891 -2.156 0.11 -0.01 -1.01 -0.704
N -0.206 -3.592 0.210 -0.76 0.70 0.52 -0.484
C 0.664 -4.488 0.868 -0.08 0.18 -0.94 0.098
C 0.552 -4.543 2.251 -0.20 0.21 -0.04 -0.194
C 1.351 -5.377 2.997 -0.05 0.03 0.20 -0.208
C 2.280 -6.179 2.371 0.27 -0.28 0.15 -0.206
C 2.405 -6.143 0.999 0.10 -0.10 -0.01 -0.216
C 1.605 -5.306 0.252 0.04 -0.02 -0.29 -0.188
H -1.520 -2.106 -2.397 -0.02 0.03 0.09 0.212
H -2.408 -2.641 -0.966 -0.01 0.04 0.06 0.233
H -1.208 -1.351 -0.829 -0.05 0.02 0.05 0.231
H 0.016 -3.476 -3.105 0.01 -0.01 0.05 0.220
H 1.423 -3.670 -2.084 0.03 -0.15 0.08 0.241
H 0.203 -4.970 -2.215 0.15 -0.04 0.09 0.236
H -0.183 -3.919 2.726 -0.19 0.15 0.11 0.203
H 1.247 -5.402 4.068 -0.01 0.00 0.23 0.215
H 2.907 -6.832 2.951 0.14 -0.14 0.13 0.214
H 3.130 -6.771 0.506 0.11 -0.08 -0.08 0.213
H 1.722 -5.301 -0.814 0.06 -0.01 -0.11 0.205



# 4
38
Properties=species:S:1:pos:R:3:forces:R:3:nbo_charge:R:1 method="wB97M-V/def2-TZVPD" e_homo_ev=-9.588 smiles=ClC(Cl)Cl.c1ccncc1.c1ccncc1.c1ccncc1
N 3.436 -1.895 -0.893 0.63 0.51 0.01 -0.418
C 3.862 -0.675 -1.228 -0.44 -0.23 -0.70 0.032
C 3.981 -0.282 -2.553 -0.17 0.76 -0.11 -0.260
C 3.623 -1.138 -3.569 -0.31 -0.57 -0.02 -0.171
C 3.199 -2.423 -3.233 0.26 0.29 -0.08 -0.265
C 3.179 -2.755 -1.890 -0.09 0.07 0.94 0.026
H 4.072 0.081 -0.482 -0.03 -0.35 0.44 0.194
H 4.227 0.748 -2.786 0.26 -0.10 0.06 0.219
H 3.640 -0.816 -4.602 0.04 0.01 -0.01 0.220
H 2.896 -3.115 -4.005 0.07 -0.16 0.10 0.224
H 2.955 -3.734 -1.481 -0.28 -0.19 -0.61 0.202
N 0.406 1.104 4.217 0.03 -0.27 -0.49 -0.417
C 1.483 0.777 3.490 -0.08 0.03 0.62 0.029
C 1.427 0.082 2.301 -0.18 0.08 -0.85 -0.264
C 0.183 -0.280 1.811 -0.61 -0.50 0.52 -0.173
C -0.953 0.018 2.553 0.35 0.02 0.25 -0.262
C -0.787 0.721 3.749 0.32 0.60 -0.27 0.028
H 2.430 1.069 3.928 0.09 0.05 -0.11 0.192
H 2.289 -0.135 1.684 0.23 -0.02 0.35 0.224
H 0.048 -0.895 0.930 0.30 0.19 -0.19 0.218
H -1.913 -0.335 2.203 -0.16 0.22 0.14 0.223
H -1.610 1.127 4.323 -0.25 -0.54 -0.02 0.197
N -3.140 -0.027 -2.215 0.59 0.15 0.15 -0.410
C -1.981 0.294 -1.627 0.18 0.56 -1.39 0.030
C -0.754 -0.089 -2.166 0.60 -0.42 0.88 -0.265
C -0.681 -0.838 -3.322 -0.45 0.35 -0.07 -0.166
C -1.877 -1.074 -3.990 0.72 -1.43 0.65 -0.265
C -3.046 -0.730 -3.349 -1.01 0.60 -0.03 0.029
H -1.960 1.059 -0.859 -0.43 -0.48 0.50 0.199
H 0.144 0.076 -1.577 -0.01 0.30 -0.17 0.217
H 0.266 -1.218 -3.682 0.00 0.06 -0.06 0.219
H -1.876 -1.813 -4.784 -0.23 0.51 -0.41 0.219
H -4.008 -0.954 -3.802 0.10 -0.21 -0.01 0.192
C -4.647 3.728 5.402 0.16 -0.14 -0.97 -0.280
Cl -4.913 3.083 6.977 -0.26 -0.21 0.70 0.049
Cl -5.898 3.152 4.243 0.52 0.24 0.38 -0.001
Cl -3.006 3.295 4.851 -0.38 0.20 -0.08 0.007
H -4.697 4.808 5.431 -0.08 0.00 -0.02 0.228



# 5
43
Properties=species:S:1:pos:R:3:forces:R:3:nbo_charge:R:1 method="wB97M-V/def2-TZVPD" charge=-1 e_homo_ev="-3.631 / -4.062" s2=0.754 multiplicity=2
Re 0.096 -0.669 -2.021 -0.26 -0.14 -0.16 1.116
C 0.586 -0.835 5.263 -0.02 0.00 0.01 -0.642
C -0.068 -1.063 3.930 0.00 -0.01 0.00 0.270
C -1.405 -1.439 3.822 0.02 -0.07 -0.02 -0.371
C -1.874 -1.623 2.538 -0.05 -0.02 0.05 0.102
N -1.124 -1.452 1.458 -0.10 0.49 -0.36 -0.556
C 0.159 -1.072 1.641 0.25 -0.12 0.02 0.293
S 1.252 -0.829 0.312 -0.23 0.19 0.05 -0.262
N 0.695 -0.886 2.864 0.05 0.03 0.06 -0.498
H -0.109 -0.998 6.086 0.00 0.00 0.00 0.201
H 0.971 0.183 5.314 0.01 0.00 0.00 0.228
H 1.436 -1.509 5.373 0.00 0.00 -0.01 0.230
H -2.036 -1.582 4.687 0.00 -0.01 0.00 0.211
H -2.903 -1.923 2.361 0.01 0.03 -0.02 0.186
S 3.728 -0.580 -4.749 0.07 0.01 -0.01 0.428
C 4.198 -1.193 -3.221 -0.02 0.00 0.01 -0.447
C 3.133 -1.237 -2.391 0.02 0.03 -0.02 -0.018
N 1.954 -0.777 -2.947 0.36 -0.14 -0.22 -0.428
C 2.136 -0.394 -4.188 -0.07 -0.01 0.02 -0.164
H 5.203 -1.518 -3.016 0.00 0.00 0.00 0.245
H 3.128 -1.607 -1.379 -0.02 -0.03 0.00 0.261
H 1.321 -0.030 -4.793 -0.01 -0.01 0.01 0.257
O -1.801 -0.495 -1.052 -1.22 0.05 -0.16 -0.917
H -1.802 -0.721 -0.099 0.15 -0.30 0.29 0.535
H -2.482 0.165 -1.272 0.61 -0.13 0.19 0.503
O -0.669 -0.591 -3.584 0.11 0.11 0.19 -0.728
Cl -3.812 3.950 1.675 0.01 0.00 0.00 -0.049
C -2.557 3.264 0.663 -0.03 0.01 -0.01 -0.074
C -1.349 2.890 1.225 -0.03 -0.01 -0.01 -0.219
C -0.361 2.348 0.417 0.01 -0.05 0.07 -0.227
C -0.554 2.154 -0.953 -0.07 0.11 -0.06 0.010
C 0.457 1.486 -1.801 0.17 -0.16 0.07 -0.752
C -1.786 2.559 -1.486 0.04 0.01 -0.10 -0.208
C -2.784 3.108 -0.695 -0.02 0.01 0.07 -0.258
H -1.185 3.018 2.287 0.00 0.00 0.00 0.218
H 0.576 2.034 0.861 0.02 0.00 0.00 0.233
H 1.466 1.653 -1.417 -0.02 -0.01 0.02 0.208
H 0.409 1.873 -2.823 0.02 -0.02 0.00 0.210
H -1.960 2.430 -2.551 0.00 -0.01 0.06 0.209
H -3.729 3.416 -1.124 0.00 0.00 0.00 0.216
Se -0.352 -3.279 -1.694 -0.08 0.39 0.03 -0.120
C 1.357 -3.908 -1.745 0.32 -0.25 -0.05 0.051
N 2.439 -4.320 -1.775 0.00 0.04 0.00 -0.486



# 6
41
Properties=species:S:1:pos:R:3:forces:R:3:nbo_charge:R:1 method="wB97M-V/def2-TZVPD" e_homo_ev=-7.730
C -2.651 2.565 -5.753 0.58 0.16 0.11 -0.260
O -1.223 2.677 -5.527 -0.43 -0.15 0.56 -0.489
C -0.779 2.777 -4.244 0.31 0.35 0.50 0.331
C 0.617 2.645 -4.027 -0.56 -0.02 -0.90 -0.266
C 1.125 2.612 -2.743 0.02 -0.96 0.78 -0.148
C 0.244 2.661 -1.636 0.29 0.76 -0.19 -0.184
C 0.655 2.506 -0.221 -0.28 0.74 -0.16 0.306
O 0.158 3.467 0.559 0.51 0.11 0.03 -0.493
C 0.870 3.912 1.740 -0.08 -0.16 0.12 -0.261
C -1.076 3.043 -1.868 -0.09 -0.67 0.40 -0.159
C -1.603 3.064 -3.134 -0.24 -0.06 -1.21 -0.263
H -2.723 2.268 -6.801 -0.14 0.09 0.24 0.209
H -3.115 1.800 -5.107 0.30 0.26 -0.20 0.188
H -3.143 3.538 -5.595 0.14 -0.31 -0.06 0.184
H 1.248 2.521 -4.924 -0.27 0.11 0.69 0.236
H 2.201 2.439 -2.581 -0.60 0.09 -0.11 0.226
H 1.671 2.136 -0.014 -0.49 -0.27 0.20 0.221
H 0.099 4.351 2.379 0.25 -0.07 -0.10 0.212
H 1.375 3.104 2.289 -0.26 0.03 -0.37 0.210
H 1.598 4.680 1.445 -0.22 -0.23 0.04 0.193
H -1.724 3.210 -1.014 0.01 0.02 -0.12 0.224
H -2.664 3.274 -3.283 0.34 -0.04 0.08 0.219
O 0.898 -7.575 3.543 -1.20 1.55 0.14 -0.379
N -0.010 -6.741 3.738 -0.47 -3.72 0.97 0.485
O -1.059 -7.055 4.333 1.40 0.96 -0.94 -0.375
C 0.168 -5.420 3.271 0.41 2.37 -0.59 0.087
C -0.804 -4.439 3.520 0.20 -0.29 0.14 -0.198
C -0.538 -3.104 3.212 0.12 0.52 -0.45 -0.196
C 0.678 -2.720 2.599 -0.07 -1.21 0.07 -0.265
S 1.112 -0.964 2.296 -0.78 0.54 -0.28 2.118
C 0.749 -0.367 0.640 1.88 -3.25 0.80 -0.939
Cl -0.465 0.728 0.464 -0.38 1.33 -0.25 0.314
O 0.174 -0.248 3.142 0.48 0.19 0.34 -0.982
O 2.539 -0.946 2.563 -0.72 0.04 -0.34 -0.933
C 1.630 -3.732 2.347 -0.12 0.50 -0.32 -0.188
C 1.374 -5.066 2.650 -0.04 -0.17 0.22 -0.200
H -1.750 -4.737 3.984 0.45 0.19 -0.13 0.252
H -1.287 -2.345 3.463 0.40 -0.26 -0.19 0.249
H 0.709 -1.212 -0.066 0.12 0.61 0.16 0.218
H 2.601 -3.467 1.916 -0.44 -0.03 0.17 0.245
H 2.120 -5.839 2.443 -0.33 0.36 0.17 0.254



no.,electronic energy (Ha)
1,-2121.07550
2,-2163.17802
3,-2615.01786
4,-2164.08642
5,-4725.20507
6,-1983.58457